Record 1
Molecular formula: C59H55N8O4PS4Sc
Method: DFT, wB97M-V/def2-TZVPD

Calculated values
**Calculated total energy**: -155506.103 eV
**HOMO**: -13.963 eV
**Spin multiplicity**: 1
**Max |F|**: 0.79 eV/Å
**HOMO-LUMO gap**: 0.273 Eh
**Net charge**: +3

```
132
C59H55N8O4PS4Sc | the Open Molecules 2025 dataset | wB97M-V/def2-TZVPD
Sc 0.2817 0.7439 0.0964
C 1.9092 -1.8327 1.5778
N 1.4489 -1.5494 0.2181
C 2.5641 -1.5700 -0.7346
C 3.1774 -0.2116 -0.7179
N 2.5212 0.8511 -0.2922
C 3.4096 1.9291 -0.4377
C 3.2564 3.2860 -0.1631
C 4.3339 4.1118 -0.4170
C 5.5422 3.6130 -0.9284
C 5.7046 2.2716 -1.2088
C 4.6120 1.4519 -0.9560
N 4.4250 0.0818 -1.1121
C 0.9675 -1.2019 2.5406
N 0.0522 -0.3327 2.1767
C -0.6157 0.0173 3.3537
C -1.7284 0.8286 3.5637
C -2.1856 0.9778 4.8608
C -1.5537 0.3349 5.9379
C -0.4723 -0.5025 5.7395
C -0.0300 -0.6495 4.4298
N 0.9752 -1.4255 3.8686
H 2.8977 -1.3859 1.7181
H 2.0011 -2.9040 1.7812
H 0.7675 -2.2557 -0.0772
H 2.1686 -1.7734 -1.7291
H 3.3034 -2.3428 -0.5044
H 2.3272 3.6844 0.2131
H 4.2444 5.1740 -0.2294
H 6.3602 4.2952 -1.1150
H 6.6330 1.8855 -1.6076
H 5.0894 -0.5695 -1.4991
H -2.2421 1.2709 2.7224
H -3.0642 1.5806 5.0562
H -1.9384 0.4762 6.9389
H -0.0076 -1.0278 6.5636
H 1.5612 -2.0880 4.3512
S -0.0492 -0.4262 -2.2219
C 0.1559 1.2271 -2.6164
N 0.1568 2.1415 -1.6620
C 0.2548 3.4320 -2.1819
C 0.3012 4.6264 -1.4634
C 0.3802 5.8253 -2.1515
C 0.4195 5.8508 -3.5467
C 0.4033 4.6731 -4.2713
C 0.3215 3.4712 -3.5780
S 0.3106 1.8504 -4.2170
H 0.3709 4.6169 -0.3832
H 0.4389 6.7550 -1.6004
H 0.4859 6.7971 -4.0656
H 0.4609 4.6884 -5.3517
C -8.5548 2.6218 1.5010
C -7.1625 2.1295 1.2371
C -6.6812 0.9857 1.8679
C -5.4202 0.4872 1.5766
C -4.6200 1.1446 0.6471
C -5.0780 2.2983 0.0095
C -6.3328 2.7858 0.3197
S -3.1628 0.2603 0.2016
O -1.9595 1.2542 0.3201
C -3.3461 0.0279 -1.5326
C -3.1490 1.1310 -2.3976
C -3.2170 0.9387 -3.7394
C -3.3799 -0.3648 -4.2758
C -3.3276 -0.5930 -5.6696
C -3.4637 -1.8564 -6.1688
C -3.6749 -2.9463 -5.2981
C -3.7468 -2.7536 -3.9484
C -3.5876 -1.4568 -3.3997
C -3.6201 -1.2328 -1.9863
C -4.0837 -2.3665 -1.1273
C -5.4721 -2.7027 -1.2208
C -6.4014 -1.8920 -1.9258
C -7.7280 -2.2122 -1.9429
C -8.2006 -3.3623 -1.2723
C -7.3281 -4.1721 -0.6067
C -5.9470 -3.8620 -0.5635
C -5.0277 -4.6959 0.1212
C -3.7204 -4.3414 0.2415
C -3.2542 -3.1413 -0.3493
S -1.6172 -2.4970 0.0375
O -0.5530 -2.9652 -0.8983
C -1.3817 -3.4094 1.5554
C -2.1887 -3.1697 2.6611
C -2.0140 -3.9304 3.8033
C -1.0278 -4.9200 3.8682
C -0.8955 -5.7931 5.0854
C -0.2073 -5.1102 2.7600
C -0.3838 -4.3677 1.5967
H -8.8305 2.4895 2.5462
H -9.2670 2.0493 0.9028
H -8.6690 3.6711 1.2366
H -7.3060 0.4686 2.5857
H -5.0661 -0.4194 2.0543
H -4.4837 2.7942 -0.7497
H -6.6952 3.6756 -0.1808
H -2.9307 2.1115 -1.9956
H -3.1099 1.7762 -4.4172
H -3.1686 0.2488 -6.3324
H -3.4140 -2.0269 -7.2360
H -3.7815 -3.9421 -5.7069
H -3.9131 -3.5961 -3.2905
H -6.0588 -1.0107 -2.4529
H -8.4252 -1.5878 -2.4864
H -9.2552 -3.6022 -1.2973
H -7.6776 -5.0649 -0.1032
H -5.3846 -5.6160 0.5672
H -3.0393 -4.9749 0.7920
H -2.9770 -2.4255 2.6133
H -2.6613 -3.7682 4.6573
H -1.2073 -5.2724 5.9903
H 0.1253 -6.1495 5.2153
H -1.5336 -6.6730 4.9824
H 0.5611 -5.8738 2.7929
H 0.2104 -4.5567 0.7102
N 1.7851 4.4392 4.2135
C 0.6615 3.4629 3.9879
P 0.1850 3.6672 2.2084
O 0.9350 4.8943 1.7997
O 0.3778 2.3703 1.4656
C -1.6027 4.0641 2.1525
N -2.0815 3.9387 0.7413
H 1.8140 5.0135 3.3280
H 2.6882 3.9800 4.3262
H 1.6320 5.0490 5.0158
H -0.1599 3.6886 4.6651
H 0.9952 2.4443 4.1724
H -1.7443 5.0888 2.4919
H -2.1861 3.3862 2.7710
H -2.0616 2.9246 0.4417
H -1.4907 4.4633 0.0835
H -3.0386 4.2817 0.6460
```

---

Record 2
Molecular formula: C5H19HgO6
Method: DFT, wB97M-V/def2-TZVPD

Calculated values
**Calculated total energy**: -21949.859 eV
**HOMO**: -3.403 eV
**Spin multiplicity**: 1
**Max |F|**: 2.95 eV/Å
**HOMO-LUMO gap**: 0.210 Eh
**Net charge**: -1

```
31
C5H19HgO6 | the Open Molecules 2025 dataset | wB97M-V/def2-TZVPD
Hg -0.3454 6.0931 13.6367
C 1.9050 2.9388 13.9334
C 0.9635 3.3871 15.0411
O -0.1273 4.0873 14.5910
H 2.7515 2.3284 14.2766
H 2.3549 3.7996 13.4347
H 1.3394 2.3621 13.1960
H 1.5478 4.1034 15.6721
H 0.6841 2.5452 15.7022
C -3.7972 6.4023 11.4144
C -2.7737 5.2636 11.5842
O -1.4983 5.7120 11.7473
H -3.4963 7.0653 10.6018
H -3.9904 6.8645 12.3855
H -4.7699 6.0111 11.0665
H -2.8673 4.6071 10.6921
H -3.0912 4.6396 12.4518
C 2.6035 6.5094 12.3608
O 1.2686 6.3425 12.0846
H 3.0810 7.1106 11.5624
H 2.8091 6.9789 13.3492
H 3.1706 5.5513 12.4174
O -2.4799 6.2809 14.8151
H -3.0443 7.0006 15.1060
H -3.0304 5.4929 14.8142
O -0.9127 8.6629 13.3586
H -1.3130 9.3245 13.9288
H -1.3409 8.7559 12.5015
O 0.7198 7.2026 15.5085
H 1.3029 7.1615 16.2703
H 0.6449 8.1342 15.2833
```

---

Record 3
Molecular formula: C9H14O
Method: DFT, wB97M-V/def2-TZVPD

Calculated values
**Calculated total energy**: -11607.181 eV
**HOMO**: -8.466 eV
**Spin multiplicity**: 1
**Max |F|**: 1.36 eV/Å
**SMILES**: Cc1ccc(O)cc1.CC
**HOMO-LUMO gap**: 0.342 Eh

```
24
C9H14O | the Open Molecules 2025 dataset | wB97M-V/def2-TZVPD
C -2.4246 -1.1347 -0.8695
C -3.8378 -1.6702 -0.6885
H -2.2969 -0.2210 -1.4438
H -2.0515 -0.8688 0.1245
H -1.7793 -1.8758 -1.3441
H -4.5064 -0.9770 -0.1742
H -4.3172 -2.0108 -1.6063
H -3.7929 -2.4565 0.0606
C 1.9397 3.0016 1.2087
C 0.9598 -0.6631 1.1321
C 1.4226 -0.9842 -0.1444
C 1.0367 0.6678 1.4993
C 1.6383 1.6195 0.6912
C 1.7354 -0.0134 -1.0715
C 1.9045 1.2973 -0.6325
O 1.5016 -2.3319 -0.4311
H 0.5793 -1.4889 1.7066
H 0.7122 0.9276 2.5014
H 1.9955 -0.3768 -2.0633
H 1.2053 -2.5266 -1.3256
H 2.9231 2.9757 1.6758
H 1.2914 3.2679 2.0487
H 2.2360 2.0728 -1.2994
H 1.9253 3.7694 0.4454
```

---

Record 4
Molecular formula: C6H11OP
Method: DFT, wB97M-V/def2-TZVPD

Calculated values
**Calculated total energy**: -17732.058 eV
**HOMO**: -7.095 eV
**Spin multiplicity**: 1
**Max |F|**: 2.75 eV/Å
**SMILES**: C=C(C)OC=P(=C)C
**HOMO-LUMO gap**: 0.276 Eh

```
19
C6H11OP | the Open Molecules 2025 dataset | wB97M-V/def2-TZVPD
C 1.4193 -0.7435 -1.0814
C -1.5714 -1.4853 0.8232
C -0.2817 1.3182 -0.2673
C 1.7381 0.1678 -0.1513
C 2.9450 0.0460 0.7177
C -2.9132 0.5890 -0.5456
O 1.0100 1.3541 0.0381
P -1.4319 0.1626 0.4002
H 0.7370 -0.3934 -1.8354
H 2.0709 -1.6097 -1.3023
H -2.5643 -1.9010 0.9860
H -0.7677 -1.7723 1.4680
H -0.7239 2.3055 -0.2788
H 2.9013 -0.9236 1.3644
H 3.0391 0.7820 1.4836
H 3.9138 0.1623 0.2691
H -3.0356 -0.1023 -1.3632
H -2.6920 1.6199 -0.8044
H -3.7926 0.4237 0.0797
```

---

Record 5
Molecular formula: C2H12NO3
Method: DFT, wB97M-V/def2-TZVPD

Calculated values
**Calculated total energy**: -9895.108 eV
**HOMO**: -14.858 eV
**Spin multiplicity**: 1
**Max |F|**: 1.91 eV/Å
**HOMO-LUMO gap**: 0.438 Eh
**Net charge**: +1

```
18
C2H12NO3 | the Open Molecules 2025 dataset | wB97M-V/def2-TZVPD
C 1.9235 -0.0441 1.3765
O 2.1447 -0.6866 0.1433
C 0.6646 0.8153 1.2187
N -0.2497 0.2295 0.1782
H 2.7388 0.6446 1.6433
H 1.8712 -0.7294 2.2385
H 3.0384 -1.0367 0.0671
H 0.1208 0.8342 2.1637
H 0.9256 1.8234 0.9267
H -1.0424 -0.3206 0.5167
H 0.2901 -0.5570 -0.2290
H -0.4919 0.8578 -0.6080
H -2.1734 2.5256 -1.4501
H -1.8288 1.4563 -2.5280
O -1.5669 1.8125 -1.6715
H -3.0605 -2.0497 -0.4879
H -1.7546 -2.7946 -0.3825
O -2.1341 -1.9774 -0.7559
```

---

Record 6
Molecular formula: H20O10
Method: DFT, wB97M-V/def2-TZVPD

Calculated values
**Calculated total energy**: -20797.697 eV
**HOMO**: -10.713 eV
**Spin multiplicity**: 1
**Max |F|**: 3.66 eV/Å
**SMILES**: O.O.O.O.O.O.O.O.O.O
**HOMO-LUMO gap**: 0.382 Eh

```
30
H20O10 | the Open Molecules 2025 dataset | wB97M-V/def2-TZVPD
H -0.8009 -0.5095 0.4324
H 0.2483 -0.6178 1.5229
H 2.1629 -2.4308 -2.3753
H 1.2231 -2.7596 -3.3294
H -0.5760 -0.7486 -2.9894
H -0.6605 -1.6092 -1.7073
H 2.3461 0.5366 3.6285
H 3.0167 -0.6149 3.0029
H -3.9618 1.8756 -1.1057
H -3.6070 3.2839 -1.5594
H 1.6128 1.5592 -0.1348
H 0.4395 2.0494 0.6046
H -1.2863 2.2109 0.6469
H -2.7505 2.2862 1.1593
H -1.7079 3.8074 -2.1736
H -1.0104 2.3006 -2.0970
H 3.7047 -2.0798 1.4922
H 3.4127 -2.3168 0.0131
H -1.8893 -2.4519 2.2675
H -0.6783 -3.3375 2.0877
O 0.0002 -1.0918 0.7188
O 1.8049 -2.0700 -3.2041
O -0.7881 -1.6222 -2.6208
O 2.7103 -0.3498 3.8165
O -3.7643 2.8212 -0.7163
O 0.8236 2.0574 -0.3209
O -1.9279 1.8431 1.3012
O -1.0905 3.1677 -1.6937
O 4.0167 -2.6088 0.7412
O -1.0229 -2.5803 2.5918
```